129
Properties=species:S:1:pos:R:3 method="wB97M-V/def2-TZVPD" molar_mass_da=1624.39 spin_multiplicity=1
C 5.9726 2.5441 0.9038
O 4.9636 1.5645 0.4684
C 4.3951 2.1400 -0.7624
C 3.8636 1.0318 -1.7916
C 2.4985 0.3490 -1.2061
C 1.6823 -0.2584 -2.4456
C 0.5341 -1.3208 -2.1074
C 0.1991 -1.5383 -0.5417
C -0.9235 -0.4525 -0.1808
C -1.1706 -0.1621 1.3658
P -1.4974 -1.8678 2.2221
O -0.0913 -2.4800 2.9909
O -2.2155 -2.9714 1.1190
O 0.0728 0.3801 1.8926
C -0.3726 1.5287 2.6540
O 0.2695 2.5904 2.8865
O -1.7149 1.2286 3.1229
C -2.3886 0.6918 1.9070
C -3.0218 1.9498 1.1738
C -3.0996 1.9486 -0.4167
C -3.9746 3.1137 -1.0833
C -3.9598 2.8057 -2.6924
C -5.5194 3.1441 -0.6540
H 6.2910 2.2226 1.9667
H 5.4820 3.5771 0.9627
H 6.8632 2.5498 0.1845
H 5.2484 2.7318 -1.2594
H 3.5501 2.8791 -0.4888
H 4.6371 0.1704 -1.7982
H 3.6406 1.4453 -2.8291
H 2.8362 -0.4719 -0.4795
H 1.8139 1.1365 -0.7077
H 1.2038 0.6245 -3.0279
H 2.4032 -0.7694 -3.1983
H -0.4504 -0.9077 -2.5649
H 0.6755 -2.3526 -2.6159
H 1.1081 -1.5525 0.1461
H -0.2503 -2.6079 -0.4823
H -1.9013 -0.7991 -0.6599
H -0.5724 0.5478 -0.6534
H 0.6948 -2.0486 2.5786
H -1.6405 -3.7616 0.9959
H -3.2103 0.0532 2.4119
H -2.4880 2.9003 1.5350
H -4.1168 2.0433 1.5489
H -3.4285 0.9299 -0.8254
H -2.0193 2.1083 -0.8107
H -3.4315 4.1194 -0.9184
H -4.7793 2.0343 -2.9277
H -2.9610 2.2403 -2.8682
H -4.0088 3.7516 -3.3262
H -5.9577 2.0914 -0.5177
H -5.7185 3.8331 0.2547
H -6.1070 3.6320 -1.5303
C -1.3618 -6.5594 -1.0929
Cl -0.4310 -6.0005 0.3019
Cl -1.5420 -5.2761 -2.2955
H -0.8442 -7.4024 -1.5490
H -2.3500 -6.8713 -0.7569
C -1.4584 5.7889 2.3999
Cl -3.1661 5.6337 1.9710
Cl -1.2228 7.0317 3.6336
H -1.1016 4.8340 2.7858
H -0.8927 6.0614 1.5099
C 2.1988 3.2030 -4.8559
Cl 1.2976 1.6854 -4.8931
Cl 3.9274 2.9109 -5.0549
H 1.8502 3.8469 -5.6621
H 2.0305 3.6898 -3.8959
C 1.4122 3.3264 6.0698
Cl 2.8926 3.7278 6.9482
Cl 0.0791 4.3799 6.5514
H 1.5898 3.4482 5.0023
H 1.1426 2.2928 6.2834
C -0.5442 -6.6755 -5.6378
Cl 1.0167 -7.4453 -5.3268
Cl -0.5136 -5.7545 -7.1465
H -1.3110 -7.4463 -5.7087
H -0.7754 -5.9998 -4.8148
C -5.7775 -3.1560 2.1054
Cl -7.0093 -2.7938 0.8898
Cl -4.9219 -1.6930 2.6053
H -6.2589 -3.5989 2.9762
H -5.0590 -3.8578 1.6834
C 7.8278 3.2021 -3.6341
Cl 7.4329 1.5079 -3.3236
Cl 6.8243 4.2806 -2.6563
H 8.8747 3.3729 -3.3875
H 7.6567 3.4185 -4.6878
C 0.8795 7.3341 8.4381
Cl 1.8085 7.9103 9.8278
Cl 0.7106 8.5989 7.2143
H 1.3943 6.4819 7.9971
H -0.1113 7.0323 8.7750
C -9.3703 4.0483 -1.1982
Cl -8.1782 3.3754 -2.3178
Cl -8.6059 4.6083 0.2939
H -9.8691 4.8897 -1.6769
H -10.0998 3.2774 -0.9537
C 1.3089 -1.9255 6.0610
Cl 1.0047 -0.8856 7.4574
Cl 1.9498 -3.4958 6.5618
H 0.3746 -2.0797 5.5226
H 2.0338 -1.4388 5.4096
C 0.2045 -11.4209 -5.3733
Cl -0.1789 -13.1171 -5.0588
Cl -0.7787 -10.3464 -4.3713
H 1.2563 -11.2483 -5.1497
H 0.0095 -11.2025 -6.4223
C -1.0192 -5.5284 -11.0013
Cl -2.7270 -5.6873 -11.4279
Cl -0.7839 -4.3035 -9.7493
H -0.6563 -6.4864 -10.6309
H -0.4582 -5.2392 -11.8888
C -2.5360 -7.3525 3.6700
Cl -3.7689 -6.9733 2.4607
Cl -1.6672 -5.8981 4.1701
H -3.0177 -7.7953 4.5406
H -1.8260 -8.0590 3.2421
C 6.6330 7.9803 -3.0743
Cl 5.2277 8.4096 -4.0572
Cl 8.1087 8.7135 -3.7142
H 6.4745 8.3342 -2.0565
H 6.7474 6.8973 -3.0755
C 4.0363 -2.5293 9.2874
Cl 3.7307 -1.4915 10.6856
Cl 4.6760 -4.1003 9.7859
H 3.1015 -2.6825 8.7492
H 4.7611 -2.0421 8.6365

25
Properties=species:S:1:pos:R:3 method="wB97M-V/def2-TZVPD" molar_mass_da=188.18 spin_multiplicity=3 de_lowest_kcal_mol=67.0
C -0.3476 -0.7598 0.9267
C 0.9012 1.5175 1.3008
C 1.0428 1.1844 -0.1370
C -0.0651 2.5182 1.8816
C 1.8756 0.9217 -1.3202
C -0.6434 -3.7744 -0.4259
C -1.3728 -2.4244 -0.5069
N 0.5576 0.2301 0.7071
N -0.6259 2.2062 -1.4677
O -0.7929 -1.1123 1.9644
O -0.1972 2.6748 -2.4927
O -1.7343 2.1932 -0.9455
O -0.5354 -1.3166 -0.3000
H 1.7674 1.5558 1.8219
H -0.9606 2.4716 1.3007
H 0.3982 3.4436 1.9670
H -0.2546 2.3884 2.9852
H 2.7561 1.5467 -1.1783
H 1.4948 1.4329 -2.2368
H 2.0412 -0.1206 -1.5991
H -0.1996 -3.9890 -1.4323
H 0.1285 -3.7379 0.2562
H -1.1539 -4.5927 0.0248
H -2.1863 -2.1349 0.2889
H -1.8937 -2.3223 -1.3832

Total energy across the listed records, respectively: -430378.380 -18615.379 eV.